Entry 1:
Formula: C24H25CoGeN3O5Se
Source: OMol25
Level of theory: ωB97M-V/def2-TZVPD

Geometry (Å):
Co (-1.56536, -2.06205, -0.59513)
O (-4.33085, -2.41076, 4.59038)
C (-3.66028, -2.32701, 3.42169)
C (-2.27564, -2.13792, 3.37145)
C (-1.68181, -2.07121, 2.13327)
N (-2.41284, -2.20284, 1.04031)
C (-3.72876, -2.37253, 1.05319)
C (-4.40883, -2.43003, 2.24633)
C (-4.27862, -2.48687, -0.37631)
O (-5.47497, -2.54074, -0.56597)
O (-3.32921, -2.50739, -1.26078)
C (-0.21395, -1.78190, 1.79864)
O (0.56133, -1.50524, 2.68899)
O (0.01951, -1.82561, 0.52054)
H (-3.71636, -2.34349, 5.32983)
H (-1.66687, -2.04362, 4.26286)
H (-5.48309, -2.54821, 2.26811)
C (-2.64162, 2.26382, -0.86223)
C (-2.45724, 0.97563, -0.33551)
N (-1.81884, 0.03064, -0.97939)
C (-1.32249, 0.30554, -2.19994)
C (-1.43277, 1.55757, -2.80305)
C (-2.12457, 2.55434, -2.09415)
C (-0.85940, 1.76406, -4.10652)
C (-0.21861, 0.76965, -4.74751)
C (-0.10612, -0.53979, -4.16046)
C (0.52957, -1.61875, -4.79588)
C (0.56875, -2.83623, -4.17357)
C (-0.03756, -2.97981, -2.92002)
N (-0.63681, -1.98399, -2.30349)
C (-0.66607, -0.77057, -2.90361)
H (-3.18497, 3.00353, -0.29102)
H (-2.84119, 0.71789, 0.64614)
H (-2.25029, 3.53669, -2.53349)
H (-0.95880, 2.73882, -4.56836)
H (0.21064, 0.93346, -5.72834)
H (0.97168, -1.48078, -5.77523)
H (1.05535, -3.68554, -4.63146)
H (-0.03659, -3.93313, -2.40699)
C (4.21763, 4.03937, 2.50562)
Ge (3.40161, 2.28347, 2.21085)
C (2.02548, 1.91062, 3.53841)
C (4.74430, 0.86722, 2.18743)
C (2.54287, 2.30764, 0.44733)
Se (1.36848, 0.74775, 0.23317)
C (2.59231, -0.29878, -0.85501)
H (4.76830, 4.05114, 3.44829)
H (3.44875, 4.81185, 2.55349)
H (4.91234, 4.28886, 1.70268)
H (2.44226, 1.89795, 4.54635)
H (1.58343, 0.93383, 3.32659)
H (1.24028, 2.66777, 3.49836)
H (5.22985, 0.76937, 3.15962)
H (5.51108, 1.06667, 1.43774)
H (4.25406, -0.08041, 1.95681)
H (3.27604, 2.31299, -0.35951)
H (1.92523, 3.20142, 0.34473)
H (3.58786, -0.26975, -0.41777)
H (2.61850, 0.08443, -1.87388)
H (2.21389, -1.31907, -0.84462)

- <S²>: 0.7556
- Energy: -7331.2666 Eh
- Multiplicity: 2
- ΔE to the lowest compared entry with this formula, charge and spin: 0.245 eV
- Lowest unoccupied orbital energy (spin up / spin down): -0.611 / -0.604 eV

Here are the Mulliken charges for atoms 1 to 2, given in e:
1 Co -0.46
2 O -0.53

Entry 2:
Formula: C24H25CuN3O3
Source: OMol25
Level of theory: ωB97M-V/def2-TZVPD

Geometry (Å):
C (-2.59687, 3.08580, -2.27860)
C (-2.57609, 2.90961, -3.77414)
H (-2.80105, 4.10310, -1.95217)
H (-3.49371, 2.52572, -2.01244)
C (-2.14367, 1.75463, -4.30532)
C (-1.42051, 0.72223, -3.43728)
H (-0.33085, 0.86051, -3.59121)
H (-1.66476, -0.31618, -3.72509)
C (-3.01431, 4.06525, -4.61368)
H (-3.24005, 4.92790, -3.98325)
H (-3.92728, 3.83871, -5.17757)
H (-2.23877, 4.39301, -5.32470)
C (-2.31394, 1.50736, -5.77559)
H (-1.67558, 2.18306, -6.36888)
H (-3.35394, 1.72392, -6.06463)
H (-2.06997, 0.47775, -6.06777)
Cu (1.05456, -0.49341, 1.40136)
O (0.07653, 0.43942, -0.22976)
C (-0.92598, 0.09033, -0.89718)
O (0.14945, -2.13998, 0.64136)
C (-0.98928, -2.12009, 0.14250)
O (-1.79872, -3.15239, 0.26827)
N (-1.57380, -1.11237, -0.61984)
C (-3.06628, -2.86013, -0.38593)
C (-2.96579, -1.49347, -0.99736)
H (-3.84710, -2.94186, 0.37479)
H (-3.22402, -3.62232, -1.14730)
H (-3.68028, -0.81298, -0.50836)
H (-3.07719, -1.50134, -2.09346)
C (-1.62713, 0.95678, -1.97142)
C (-1.40415, 2.44191, -1.69373)
H (-2.70701, 0.75970, -1.77717)
H (-1.29091, 2.65475, -0.61570)
H (-0.48998, 2.80512, -2.21073)
C (0.64431, 0.14921, 5.62202)
C (0.37710, 0.12629, 4.24335)
N (1.28431, -0.30277, 3.33799)
C (2.48617, -0.74288, 3.81789)
C (2.82944, -0.77209, 5.19945)
C (1.86658, -0.29351, 6.10669)
C (4.10837, -1.31643, 5.55658)
C (4.96325, -1.83037, 4.60680)
C (4.62117, -1.85205, 3.21465)
C (5.40672, -2.43323, 2.19731)
C (4.91238, -2.44070, 0.89912)
C (3.66557, -1.86659, 0.60834)
N (2.92593, -1.26949, 1.55553)
C (3.37609, -1.27438, 2.83706)
H (-0.13083, 0.51570, 6.29439)
H (-0.57344, 0.46126, 3.83097)
H (2.09914, -0.29315, 7.17122)
H (4.38009, -1.32830, 6.61471)
H (5.92293, -2.25780, 4.90686)
H (6.37301, -2.87965, 2.45185)
H (5.47159, -2.88981, 0.09027)
H (3.23852, -1.86936, -0.39107)

- Total charge: +2
- <S²>: 0.7526
- Energy: -2959.5255 Eh
- Multiplicity: 2
- ΔE to the lowest compared entry with this formula, charge and spin: 0.000 eV
- Lowest unoccupied orbital energy (spin up / spin down): -6.664 / -8.623 eV

Here are the Mulliken charges for atoms 1 to 2, given in e:
1 C -1.18
2 C 1.15

Entry 3:
Formula: C24H25F3IrNO3
Source: OMol25
Level of theory: ωB97M-V/def2-TZVPD

Geometry (Å):
C (1.93246, -0.50612, 1.96677)
C (2.32987, -1.18011, 0.76090)
C (2.54709, -0.18724, -0.27822)
H (2.61704, -2.22827, 0.62261)
C (1.98154, 1.09089, 0.27405)
C (1.70301, 0.84054, 1.67679)
H (2.07943, 2.07990, -0.18206)
C (-1.28559, -2.37837, 3.45525)
C (-0.39777, -3.31559, 2.85060)
C (-0.37907, -3.04221, 1.45179)
H (0.15172, -4.12454, 3.32258)
C (-1.32522, -2.00121, 1.19300)
C (-1.83831, -1.56565, 2.43419)
H (3.05805, -0.27558, -1.23305)
H (1.40840, 1.63772, 2.35500)
H (1.87907, -0.93606, 2.96734)
H (-2.44214, -0.66987, 2.53370)
H (0.24994, -3.51662, 0.69500)
H (-1.49311, -2.23018, 4.51030)
Ir (0.59664, -0.19126, -0.41971)
C (-1.84714, -1.55092, -0.15382)
C (-3.35426, -1.80832, -0.17309)
C (-1.18253, -2.45990, -1.19976)
H (-3.49553, -2.88095, 0.02833)
H (-3.77091, -1.58281, -1.16654)
H (-3.87690, -1.19717, 0.58423)
H (-1.31197, -3.50190, -0.86982)
H (-0.09528, -2.29504, -1.29392)
H (-1.66974, -2.31390, -2.16140)
C (-1.66378, -0.00005, -0.34909)
C (-1.11859, 0.43537, -1.68748)
H (-1.09512, 0.40470, 0.57205)
H (-2.57432, 0.62551, -0.15388)
O (-0.12110, -0.35715, -2.11954)
N (-1.29442, 1.67860, -2.24206)
C (-0.10752, 2.59544, -2.20856)
H (-1.96215, 1.82839, -2.98430)
C (1.12387, 2.06218, -2.90624)
C (2.35523, 2.67536, -2.65466)
H (2.38269, 3.61805, -2.09402)
C (3.54643, 2.06838, -3.07583)
H (4.51188, 2.56072, -2.89115)
C (3.50715, 0.82124, -3.72051)
H (4.44012, 0.31500, -3.99601)
C (2.27600, 0.23938, -4.01961)
H (2.22975, -0.75059, -4.47740)
C (1.10188, 0.93265, -3.73826)
H (0.17076, 0.61046, -4.19710)
H (0.12845, 2.72374, -1.13765)
H (-0.39456, 3.57725, -2.60223)
F (-1.53088, 2.28731, 5.71218)
C (-1.72719, 2.37293, 4.37291)
F (-3.07468, 2.33642, 4.14484)
F (-1.26630, 3.59404, 3.95783)
C (-1.01803, 1.24418, 3.52361)
O (-0.25375, 0.45727, 4.11122)
O (-1.34062, 1.33397, 2.30990)

- Total charge: +1
- <S²>: 8.7788
- Energy: -1613.3153 Eh
- Multiplicity: 6
- ΔE to the lowest compared entry with this formula, charge and spin: 1.359 eV
- Lowest unoccupied orbital energy (spin up / spin down): -3.534 / -6.697 eV

Here are the Mulliken charges for atoms 1 to 2, given in e:
1 C -0.37
2 C -1.30

Entry 4:
Formula: C24H25FN4O2
Source: OMol25
Level of theory: ωB97M-V/def2-TZVPD

Geometry (Å):
C (2.16306, 4.26979, -1.82120)
C (1.74083, 3.94449, -0.42020)
C (1.85802, 2.64408, 0.05185)
C (1.46751, 2.30177, 1.34056)
C (1.00490, 3.31394, 2.20752)
C (0.87141, 4.60897, 1.72809)
C (1.22510, 4.91558, 0.42644)
H (1.11441, 5.93051, 0.07389)
H (0.49037, 5.36709, 2.39396)
O (0.62059, 3.08535, 3.49690)
C (1.19763, 1.97949, 4.18374)
C (1.32612, 0.79919, 3.28861)
C (1.47517, 0.97706, 1.91795)
N (1.53461, -0.26252, 1.37645)
N (1.44767, -1.20453, 2.31590)
C (1.32273, -0.58275, 3.47606)
H (1.23939, -1.14318, 4.38533)
C (1.60749, -0.64628, -0.00787)
H (1.12890, 0.11682, -0.62119)
H (2.65257, -0.75463, -0.32099)
C (0.95186, -2.01535, -0.22942)
O (1.57587, -2.91455, -0.75476)
N (-0.32700, -2.15888, 0.17844)
C (-1.20958, -1.12481, 0.69934)
N (-2.54677, -1.21615, 0.18389)
C (-3.11978, -2.53298, 0.37427)
C (-2.23382, -3.66015, -0.16785)
H (-2.64230, -4.62882, 0.12192)
C (-0.83141, -3.50271, 0.40537)
H (-0.13148, -4.20020, -0.05608)
H (-0.84952, -3.67840, 1.48953)
H (-2.18487, -3.61628, -1.25534)
H (-4.10822, -2.55574, -0.08751)
H (-3.24632, -2.67146, 1.45508)
C (-2.83611, -0.53564, -1.06545)
C (-2.21293, -1.11389, -2.31616)
C (-0.99483, -0.65458, -2.79625)
C (-0.36217, -1.20409, -3.89395)
C (-0.97662, -2.24666, -4.56313)
C (-2.21485, -2.70061, -4.14084)
C (-2.82353, -2.13739, -3.03319)
H (-3.79420, -2.49122, -2.71621)
H (-2.70837, -3.49809, -4.67533)
H (-0.49484, -2.69311, -5.41877)
H (0.59109, -0.81212, -4.21071)
F (-0.40388, 0.40271, -2.18230)
H (-3.92439, -0.53541, -1.17836)
H (-2.50820, 0.50121, -0.94521)
H (-0.81915, -0.13489, 0.46796)
H (-1.27033, -1.23842, 1.79397)
H (0.53549, 1.77999, 5.03065)
H (2.18554, 2.27759, 4.57741)
H (2.27668, 1.89362, -0.60006)
H (1.61602, 3.65429, -2.53406)
H (3.22552, 4.06919, -1.95445)
H (1.97702, 5.31568, -2.04988)

- SMILES string: Cc1ccc2c(c1)-c1c(cnn1CC(=O)N1CCCN(Cc3ccccc3F)C1)CO2
- Energy: -1398.9238 Eh
- ΔE to the lowest compared entry with this formula, charge and spin: 1.163 eV
- Lowest unoccupied orbital energy: 0.740 eV

Here are the Mulliken charges for atoms 1 to 2, given in e:
1 C -1.37
2 C 0.47

Entry 5:
Formula: C24H25N2
Source: OMol25
Level of theory: ωB97M-V/def2-TZVPD

Geometry (Å):
C (2.17147, 1.52587, 3.25673)
C (0.94674, 2.14568, 2.98121)
C (0.60424, 2.47561, 1.66681)
C (1.48374, 2.16509, 0.62687)
C (1.19823, 2.63042, -0.78549)
C (2.29257, 3.57506, -1.36653)
C (2.68565, 2.96997, -2.72969)
C (2.15198, 1.52185, -2.69091)
N (1.08382, 1.56690, -1.73707)
C (2.69377, 1.51857, 0.89291)
C (3.04323, 1.20725, 2.20903)
H (2.44622, 1.26839, 4.28138)
H (0.26341, 2.38337, 3.79734)
H (-0.34244, 2.97400, 1.43417)
H (0.24545, 3.18127, -0.78224)
H (1.87944, 4.57883, -1.49065)
H (3.16141, 3.64700, -0.70560)
H (2.15923, 3.51590, -3.52301)
H (3.76125, 3.02836, -2.92344)
H (1.81038, 1.18279, -3.67890)
H (2.97463, 0.84660, -2.36937)
H (0.50524, 0.74811, -1.58671)
H (3.35725, 1.26435, 0.06053)
H (4.00166, 0.72167, 2.39647)
C (0.48894, -1.54563, -0.59135)
C (-0.61274, -0.59005, -0.85559)
N (-1.72897, -0.95191, -1.52866)
C (-3.06255, -0.77642, -1.08654)
C (-3.47453, -0.37810, 0.17143)
C (-4.81277, -0.64653, 0.51576)
C (-5.69613, -1.26278, -0.38964)
C (-5.26676, -1.63420, -1.67102)
C (-3.93261, -1.40935, -2.00893)
C (-3.12274, -1.90510, -3.09206)
C (-1.76826, -1.64924, -2.76113)
C (-0.72253, -2.05984, -3.56594)
C (-1.04731, -2.71486, -4.76860)
C (-2.38579, -2.99092, -5.10351)
C (-3.43249, -2.60962, -4.25413)
H (1.23255, -0.99032, 0.00039)
H (0.18905, -2.43268, -0.00914)
H (0.99363, -1.91166, -1.49418)
H (-0.79552, 0.20129, -0.12598)
H (-2.76777, 0.11281, 0.84012)
H (-5.17712, -0.38837, 1.50775)
H (-6.72865, -1.46326, -0.08939)
H (-5.91946, -2.11916, -2.39827)
H (0.30282, -1.86563, -3.25508)
H (-0.24602, -3.01407, -5.44406)
H (-2.60174, -3.51436, -6.03753)
H (-4.47567, -2.83317, -4.46801)

- Total charge: +1
- Energy: -1038.7690 Eh
- ΔE to the lowest compared entry with this formula, charge and spin: 1.792 eV
- Lowest unoccupied orbital energy: -5.532 eV

Here are the Mulliken charges for atoms 1 to 2, given in e:
1 C -0.49
2 C -0.64

Entry 6:
Formula: C24H25N3O2S
Source: OMol25
Level of theory: ωB97M-V/def2-TZVPD

Geometry (Å):
C (-5.05574, -3.55222, 1.37863)
C (-4.77103, -2.24201, 0.65699)
H (-4.78825, -2.40665, -0.42315)
C (-3.41552, -1.66836, 1.07318)
N (-3.13361, -0.40619, 0.42110)
C (-3.26667, 0.75326, 1.12752)
O (-3.65178, 0.75807, 2.28407)
C (-2.93715, 1.98748, 0.38428)
C (-2.88147, 3.20475, 1.05094)
C (-2.61249, 4.37016, 0.35983)
C (-2.40865, 4.32110, -1.01176)
C (-2.46039, 3.11831, -1.68926)
C (-2.71732, 1.93739, -0.99758)
N (-2.84033, 0.72617, -1.64147)
H (-2.50728, 0.70682, -2.59520)
C (-2.53486, -0.47640, -0.89068)
C (-1.03106, -0.71208, -0.82287)
C (-0.41200, -1.52567, -1.75815)
C (0.96169, -1.69833, -1.75367)
C (1.74365, -1.05142, -0.80558)
C (1.12671, -0.22733, 0.15267)
C (-0.24623, -0.06633, 0.12488)
H (-0.71078, 0.56970, 0.86335)
C (1.96079, 0.47750, 1.16550)
H (1.34368, 0.98153, 1.90667)
H (2.68723, -0.18674, 1.63739)
S (3.00043, 1.76138, 0.36829)
C (4.60946, 1.09073, 0.58611)
N (4.75589, 0.05828, 1.39728)
C (5.96462, -0.45196, 1.55612)
C (7.08901, 0.04510, 0.92218)
C (6.93342, 1.14326, 0.08198)
C (5.67612, 1.68157, -0.09425)
H (5.49938, 2.52983, -0.73606)
H (7.78539, 1.56733, -0.42963)
H (8.05613, -0.40519, 1.07964)
H (6.02113, -1.29881, 2.22820)
O (3.09553, -1.14715, -0.71965)
C (3.78463, -1.95047, -1.64245)
H (3.47687, -2.99884, -1.57267)
H (3.64458, -1.59584, -2.66882)
H (4.83704, -1.86610, -1.37399)
H (1.41134, -2.33948, -2.49514)
H (-1.00503, -2.03618, -2.50427)
H (-2.99756, -1.31725, -1.42985)
H (-2.29916, 3.08260, -2.75752)
H (-2.20150, 5.22946, -1.55842)
H (-2.56559, 5.31366, 0.88126)
H (-3.05752, 3.20790, 2.11608)
H (-3.42109, -1.47314, 2.14832)
H (-2.61070, -2.37465, 0.84296)
H (-5.54429, -1.51069, 0.89692)
H (-4.29176, -4.29138, 1.14596)
H (-6.02221, -3.95001, 1.07935)
H (-5.06567, -3.39651, 2.45452)

- SMILES string: CCCN1C(=O)c2ccccc2N[C@H]1c1ccc(OC)c(CSc2ccccn2)c1
- Energy: -1642.5176 Eh
- ΔE to the lowest compared entry with this formula, charge and spin: 1.330 eV
- Lowest unoccupied orbital energy: 0.622 eV

Here are the Mulliken charges for atoms 1 to 2, given in e:
1 C -1.34
2 C -0.08